No. 1
28
Properties=species:S:1:pos:R:3:mulliken_charge:R:1 method="wB97M-V/def2-TZVPD" energy_ha=-537.23724 lumo_ev="-2.71 / -7.48" charge=+1 multiplicity=3 fmax_ha_per_bohr=0.134 de_lowest_kcal_mol=32.5 homo_energy_ev="-9.43 / -12.12"
C 2.416 1.781 -0.520 -0.53
C 3.248 0.805 -0.050 -0.65
C 1.040 1.444 -0.767 -0.32
C 2.764 -0.360 0.486 -0.52
C 0.501 0.240 -0.199 0.47
C 1.416 -0.724 0.347 0.62
C -0.887 -0.234 -0.209 -0.06
C 0.921 -2.073 0.666 -0.82
C 0.092 -2.448 -0.515 -0.71
C -3.201 0.359 -0.152 -1.15
C -1.597 1.922 0.707 -1.13
N -1.034 -1.518 -0.475 -0.08
N -1.847 0.689 0.105 0.10
H 2.843 2.624 -1.000 0.41
H 4.276 1.037 0.337 0.33
H 0.656 2.093 -1.565 0.47
H 3.295 -1.282 0.750 0.28
H 1.776 -2.739 0.735 0.47
H 0.369 -2.038 1.617 0.24
H 0.626 -2.349 -1.522 0.29
H -0.369 -3.371 -0.420 0.46
H -3.411 0.648 -1.150 0.40
H -3.835 1.053 0.410 0.42
H -3.412 -0.620 0.092 0.44
H -2.179 2.724 0.289 0.43
H -0.649 2.305 0.655 0.56
H -1.845 1.878 1.717 0.41
H -1.971 -1.846 -0.368 0.17

---

No. 2
36
Properties=species:S:1:pos:R:3:mulliken_charge:R:1 method="wB97M-V/def2-TZVPD" energy_ha=-4437.98655 lumo_ev=-0.23 charge=0 fmax_ha_per_bohr=0.054 de_lowest_kcal_mol=14.4 homo_energy_ev=-6.37
Zn 0.188 -0.328 -0.372 1.01
N 0.670 -1.679 1.198 -0.56
C 2.055 -2.131 1.234 -0.50
C 2.956 -1.018 0.966 -0.54
N 2.483 -0.292 -0.284 -0.50
H 0.440 -1.462 2.161 0.27
H -0.016 -2.392 0.926 0.27
H 2.141 -2.938 0.507 0.30
H 2.270 -2.598 2.215 0.35
H 4.008 -1.289 0.865 0.37
H 2.910 -0.320 1.822 0.26
H 3.091 -0.580 -1.089 0.23
H 2.654 0.705 -0.215 0.24
O 0.385 1.120 -1.994 -0.62
C -0.567 2.109 -1.785 -0.68
C -0.528 2.545 -0.343 0.96
C -0.808 3.861 0.046 -0.95
C -0.631 4.194 1.384 -0.24
C -0.270 3.209 2.338 -0.79
C 0.018 1.963 1.852 -0.32
N -0.071 1.620 0.551 0.34
H -0.065 0.432 -2.552 0.26
H -1.550 1.714 -1.974 0.34
H -0.430 3.073 -2.312 0.37
H -0.979 4.521 -0.819 0.32
H -0.843 5.163 1.745 0.43
H -0.094 3.547 3.401 0.33
H 0.340 1.138 2.426 0.41
S -4.667 -5.247 -2.295 -0.29
C -3.567 -4.136 -1.867 0.15
S -2.015 -4.111 -2.523 -0.12
C -1.410 -2.674 -1.679 0.12
C -2.316 -2.134 -0.849 -0.07
S -2.118 -0.592 -0.003 -0.53
S -3.857 -2.934 -0.645 -0.10
S 0.190 -2.062 -2.035 -0.53